Density functional theory data (the ωB97M-V functional and the def2-TZVPD basis) for a 7-piece molecular cluster, C22H61N5O10 overall at a distorted geometry.

Values from the calculation:
- Total charge: 0
- E_LUMO: 0.01310 Ha
- Calculated total energy: -1900.69840 hartree
- SMILES string: COCCNCCOC.COCCNCCOC.COCCNCCOC.NC(N)=O.CO.CO.CO
- Multiplicity: 1
- HOMO energy: -8.15 eV
- Relative energy (zero: lowest compared OMol25 entry of this formula, charge and spin): 0.869 eV

Atoms and positions in Å:
1 C 6.279 1.354 -1.732
2 O 5.115 1.353 -0.842
3 C 4.477 2.561 -0.800
4 C 3.504 2.509 0.430
5 N 2.562 3.650 0.387
6 C 1.540 3.595 1.462
7 C 0.364 4.644 1.262
8 O -0.661 4.555 2.345
9 C -1.268 3.325 2.615
10 H 6.789 0.430 -1.460
11 H 6.948 2.191 -1.531
12 H 6.002 1.349 -2.786
13 H 3.962 2.920 -1.691
14 H 5.168 3.376 -0.584
15 H 4.068 2.639 1.353
16 H 2.855 1.635 0.375
17 H 2.275 3.790 -0.572
18 H 2.057 3.892 2.374
19 H 1.159 2.586 1.621
20 H -0.028 4.487 0.258
21 H 0.850 5.620 1.276
22 H -2.283 3.660 2.830
23 H -0.847 2.837 3.494
24 H -1.199 2.595 1.809
25 C -0.245 0.871 -7.765
26 O 0.850 1.275 -7.023
27 C 0.838 0.934 -5.656
28 C -0.228 1.721 -4.832
29 N 0.364 2.995 -4.385
30 C 0.877 3.900 -5.426
31 C 1.065 5.316 -4.907
32 O -0.175 5.908 -4.422
33 C -0.097 7.106 -3.724
34 H -1.149 1.417 -7.493
35 H -0.411 -0.199 -7.637
36 H -0.129 1.092 -8.826
37 H 1.867 1.036 -5.312
38 H 0.624 -0.124 -5.509
39 H -0.444 1.165 -3.919
40 H -1.127 1.869 -5.431
41 H -0.475 3.366 -3.963
42 H 0.234 4.014 -6.299
43 H 1.907 3.626 -5.655
44 H 1.598 5.928 -5.635
45 H 1.690 5.236 -4.018
46 H 0.136 6.791 -2.707
47 H -1.117 7.440 -3.537
48 H 0.467 7.938 -4.147
49 C 4.230 -5.816 -0.825
50 O 3.833 -4.871 0.173
51 C 2.810 -3.970 -0.271
52 C 2.762 -2.835 0.679
53 N 2.546 -3.148 2.036
54 C 2.781 -2.083 2.929
55 C 2.638 -2.697 4.399
56 O 3.472 -3.821 4.504
57 C 3.607 -4.313 5.883
58 H 4.487 -6.717 -0.267
59 H 5.021 -5.405 -1.451
60 H 3.339 -6.115 -1.378
61 H 1.782 -4.331 -0.249
62 H 3.057 -3.493 -1.220
63 H 1.966 -2.224 0.252
64 H 3.746 -2.373 0.608
65 H 3.084 -3.927 2.388
66 H 2.219 -1.172 2.720
67 H 3.830 -1.816 2.796
68 H 1.574 -2.735 4.631
69 H 2.950 -1.877 5.046
70 H 2.620 -4.473 6.317
71 H 4.035 -3.522 6.499
72 H 4.096 -5.286 5.830
73 N -4.415 -7.299 2.608
74 C -4.703 -6.060 2.367
75 N -5.506 -5.895 1.385
76 O -4.181 -5.156 2.966
77 H -3.794 -7.494 3.379
78 H -4.835 -8.051 2.079
79 H -5.628 -4.976 0.985
80 H -5.660 -6.705 0.801
81 C -2.626 -1.483 0.594
82 O -3.957 -1.618 1.012
83 H -2.267 -2.438 0.209
84 H -2.656 -0.784 -0.241
85 H -1.972 -1.190 1.415
86 H -3.869 -2.218 1.757
87 C -6.423 -0.866 5.718
88 O -7.476 -0.235 6.339
89 H -5.648 -0.960 6.479
90 H -6.652 -1.884 5.405
91 H -5.987 -0.251 4.930
92 H -7.276 -0.313 7.275
93 C -8.293 0.441 1.286
94 O -7.136 0.854 0.508
95 H -8.249 0.819 2.308
96 H -9.223 0.849 0.894
97 H -8.372 -0.646 1.240
98 H -6.291 0.408 0.606

***

Density functional theory data (the ωB97M-V functional and the def2-TZVPD basis) for a 8-piece molecular cluster, C22H61NO8 overall at a distorted geometry.

Values from the calculation:
- Total charge: 0
- E_LUMO: 0.01663 Ha
- Calculated total energy: -1531.37639 hartree
- SMILES string: COC[C@H](C)N.CC(C)O.CC(C)O.CC(C)O.CC(C)O.CCO.CCO.CCO
- Multiplicity: 1
- HOMO energy: -8.72 eV
- Relative energy (zero: lowest compared OMol25 entry of this formula, charge and spin): 2.636 eV

Atoms and positions in Å:
1 C 1.513 -5.841 -1.903
2 O 0.310 -5.266 -2.348
3 C 0.669 -4.113 -3.099
4 C -0.655 -3.444 -3.439
5 C -0.437 -2.300 -4.476
6 N -1.298 -2.848 -2.267
7 H 1.248 -6.750 -1.410
8 H 2.095 -5.184 -1.274
9 H 2.234 -6.167 -2.730
10 H 1.203 -3.385 -2.459
11 H 1.233 -4.531 -3.952
12 H -1.344 -4.168 -3.876
13 H -0.250 -2.625 -5.489
14 H 0.263 -1.579 -4.130
15 H -1.372 -1.760 -4.526
16 H -0.648 -2.148 -1.888
17 H -1.463 -3.504 -1.514
18 C 3.906 -0.338 4.251
19 C 2.829 -0.518 3.092
20 C 2.626 -1.952 2.707
21 O 1.516 0.037 3.331
22 H 3.905 0.678 4.515
23 H 4.856 -0.721 3.851
24 H 3.709 -0.911 5.121
25 H 3.198 0.012 2.169
26 H 1.994 -1.928 1.820
27 H 2.045 -2.467 3.524
28 H 3.457 -2.550 2.374
29 H 1.529 1.016 3.611
30 C -0.230 3.903 -0.133
31 C 0.798 4.940 0.333
32 C 0.126 6.208 0.725
33 O 1.497 4.282 1.372
34 H 0.212 2.981 -0.600
35 H -0.963 4.304 -0.827
36 H -0.721 3.507 0.820
37 H 1.522 5.160 -0.462
38 H -0.382 6.686 -0.065
39 H 0.790 6.945 1.168
40 H -0.645 6.052 1.482
41 H 2.262 4.825 1.584
42 C -2.420 -1.561 3.375
43 C -1.060 -1.912 2.738
44 C -0.952 -3.230 1.993
45 O -0.733 -0.754 1.938
46 H -3.334 -1.823 2.701
47 H -2.375 -0.448 3.531
48 H -2.648 -2.053 4.315
49 H -0.331 -1.863 3.606
50 H 0.121 -3.486 1.926
51 H -1.370 -3.064 0.995
52 H -1.468 -4.085 2.398
53 H 0.057 -0.402 2.359
54 C -3.543 0.951 -1.152
55 C -3.829 -0.537 -1.262
56 C -3.570 -1.220 0.019
57 O -5.175 -0.645 -1.697
58 H -3.684 1.495 -2.089
59 H -2.566 1.222 -0.773
60 H -4.262 1.324 -0.422
61 H -3.236 -1.016 -1.999
62 H -2.546 -1.066 0.340
63 H -3.693 -2.305 -0.045
64 H -4.212 -0.744 0.816
65 H -5.775 -0.700 -0.906
66 C 1.181 1.483 -5.508
67 C 0.088 2.388 -6.071
68 O -0.741 2.820 -5.021
69 H 0.648 0.704 -4.926
70 H 1.925 2.038 -4.903
71 H 1.640 0.826 -6.279
72 H -0.508 1.859 -6.833
73 H 0.539 3.352 -6.585
74 H -1.381 3.547 -5.347
75 C -0.755 2.609 4.388
76 C 0.613 2.919 4.924
77 O 1.577 2.755 3.932
78 H -0.873 3.089 3.436
79 H -1.598 2.989 4.981
80 H -0.815 1.589 4.261
81 H 0.945 2.262 5.732
82 H 0.640 3.965 5.295
83 H 1.438 3.303 3.148
84 C 2.498 0.207 -1.161
85 C 1.148 0.002 -0.499
86 O 0.883 -1.460 -0.343
87 H 2.674 -0.481 -1.943
88 H 3.370 0.044 -0.422
89 H 2.641 1.226 -1.586
90 H 0.376 0.364 -1.266
91 H 1.032 0.499 0.481
92 H 0.282 -1.517 0.430